The following is a DFT calculation (the ωB97M-V functional and the def2-TZVPD basis) of CH4N2O in the gas phase at a distorted geometry.

Calculated values
Maximum force ... 3.778 eV Å⁻¹
E ... -225.04559 Ha
Energy above the lowest of the compared OMol25 structures with the same formula, charge and spin ... 154.6 kcal/mol
Highest occupied orbital energy (alpha / beta) ... -7.663 / -9.035 eV
Total charge ... 0

Last column: natural (NBO) charge in e.
Geometry (Å):
N  -1.004  -0.330  -0.533  -0.009
C  0.149  0.346  1.664  -0.006
H  1.037  0.245  2.237  0.172
H  -0.105  0.500  -1.959  0.366
H  -0.818  0.304  2.158  0.149
O  0.124  0.024  0.381  -0.380
N  -0.602  -0.422  -1.794  -0.651
H  -0.066  -1.307  -1.953  0.359

=====

The following is a DFT calculation (the ωB97M-V functional and the def2-TZVPD basis) of CH4N2O in the gas phase at a distorted geometry.

Calculated values
Maximum force ... 2.724 eV Å⁻¹
E ... -225.11093 Ha
Structure (SMILES) ... C=NON
Energy above the lowest of the compared OMol25 structures with the same formula, charge and spin ... 113.6 kcal/mol
Highest occupied orbital energy ... -9.132 eV
Total charge ... 0

Last column: natural (NBO) charge in e.
Geometry (Å):
N  -0.257  -1.500  0.908  -0.491
O  0.244  -0.261  0.482  -0.276
H  0.933  1.696  -0.742  0.176
H  0.236  -1.565  1.801  0.343
H  -0.629  1.683  -2.021  0.213
C  0.014  1.244  -1.175  -0.167
N  -0.406  0.197  -0.635  -0.131
H  -1.220  -1.431  1.178  0.333